ORCA calculation (ωB97M-V/def2-TZVPD) on a structure of composition C49H81BCl2IrO8P3 in a non-equilibrium geometry.

Computed properties:
HOMO (alpha / beta), eV: -15.35 / -15.35
<S²>: 0.77
Net charge: +3
Multiplicity: 2
Orbital gap (alpha / beta), eV: 6.70 / 4.97
Energy above the lowest of the compared OMol25 structures with the same formula, charge and spin, kcal/mol: 19.0

```
145
Properties=species:S:1:pos:R:3:forces:R:3
Ir -0.158 0.400 -0.248 -1.265 -0.398 -2.134
C -6.036 -2.382 -2.358 0.097 -0.048 0.069
C -5.437 -1.034 -2.691 -0.155 0.002 0.015
C -6.364 0.126 -2.395 0.124 -0.014 0.103
O -4.119 -0.867 -2.034 -0.212 0.007 -0.054
P -3.566 -0.507 -0.638 0.333 -0.194 -0.097
O -2.072 -0.707 -0.684 -0.525 0.058 0.695
C -3.875 1.223 -0.267 0.261 0.071 -0.012
P -2.824 2.296 -1.273 -0.676 0.312 0.377
O -1.400 1.819 -1.373 1.496 -0.807 0.541
O -3.592 2.293 -2.617 0.223 0.008 -0.247
C -3.186 2.746 -3.976 0.111 0.025 -0.212
C -1.944 3.614 -3.972 -0.056 -0.102 0.315
C -3.050 1.503 -4.826 -0.022 -0.139 0.088
O -2.805 3.711 -0.633 0.044 -0.040 -0.041
C -3.896 4.680 -0.362 -0.240 0.103 0.001
C -4.669 5.036 -1.613 0.124 -0.097 -0.118
C -4.794 4.200 0.763 0.035 -0.180 -0.016
O -4.124 -1.413 0.501 -0.128 0.082 0.067
C -5.407 -1.580 1.218 -0.061 0.055 0.223
C -5.987 -0.257 1.668 0.160 0.061 -0.032
C -5.096 -2.493 2.380 0.118 -0.041 0.022
H -6.777 -2.635 -3.117 0.011 0.014 0.029
H -6.548 -2.366 -1.396 0.014 -0.038 -0.011
H -5.275 -3.164 -2.353 -0.057 0.052 -0.037
H -5.164 -1.022 -3.741 0.163 0.050 -0.088
H -6.714 0.093 -1.358 -0.002 0.015 -0.051
H -7.242 0.044 -3.036 0.014 0.002 0.029
H -5.883 1.085 -2.593 -0.034 -0.049 -0.031
H -3.597 1.386 0.781 -0.073 0.011 -0.085
H -4.916 1.502 -0.428 0.078 0.010 0.046
H -4.039 3.333 -4.305 -0.120 0.057 0.046
H -1.075 3.049 -3.633 -0.067 0.046 -0.096
H -2.063 4.485 -3.325 0.017 -0.021 -0.060
H -1.763 3.966 -4.987 -0.020 -0.004 0.016
H -2.369 0.793 -4.345 -0.041 0.094 -0.116
H -2.654 1.769 -5.808 -0.043 -0.023 0.062
H -4.017 1.016 -4.970 0.091 0.015 0.031
H -3.340 5.548 -0.027 0.197 0.028 0.055
H -5.255 4.190 -1.979 -0.009 0.049 0.025
H -4.006 5.382 -2.409 -0.063 0.007 0.068
H -5.359 5.847 -1.376 0.024 -0.022 0.002
H -5.588 3.540 0.399 0.073 0.045 0.029
H -5.276 5.065 1.223 0.007 -0.048 -0.033
H -4.220 3.683 1.535 -0.045 0.100 -0.038
H -6.085 -2.083 0.539 -0.034 -0.032 -0.197
H -5.265 0.292 2.280 -0.079 -0.029 -0.029
H -6.867 -0.451 2.281 0.013 -0.007 -0.028
H -6.305 0.368 0.831 -0.006 -0.023 0.071
H -4.362 -2.025 3.041 -0.066 -0.037 -0.007
H -4.714 -3.455 2.032 -0.004 0.046 0.020
H -6.006 -2.679 2.952 0.041 -0.001 -0.023
Cl 0.102 -2.177 0.537 0.195 0.774 0.157
C -1.193 -2.214 1.778 -0.155 0.425 0.268
Cl -1.383 -0.621 2.540 -0.020 -0.601 -0.257
H -0.900 -2.927 2.537 0.087 -0.123 -0.015
H -2.120 -2.476 1.291 -0.072 -0.017 -0.150
C -0.402 1.152 5.295 -0.020 0.088 -0.039
C 0.714 0.126 5.511 0.069 0.070 0.001
C 1.576 0.512 6.722 0.026 -0.030 -0.027
C 1.580 -0.022 4.278 -0.128 -0.299 -0.088
C 1.761 -1.263 3.639 0.158 -0.028 -0.120
C 2.583 -1.489 2.460 -0.347 -0.336 0.501
C 2.797 -2.967 2.171 0.020 -0.052 0.005
C 3.278 -3.432 0.791 -0.116 -0.013 0.133
C 3.739 -3.506 3.273 0.013 0.032 0.000
C 3.161 -0.408 1.846 -0.293 0.693 -0.191
C 3.173 0.819 2.608 -0.153 -0.105 0.423
C 2.291 1.012 3.744 0.350 0.069 -0.417
C 4.267 1.826 2.481 -0.172 0.148 -0.038
C 5.319 1.493 3.574 -0.013 -0.034 0.036
C 3.797 3.285 2.657 0.076 -0.036 -0.049
C 3.969 -0.567 0.587 0.222 0.120 -0.003
C 5.276 -0.990 0.831 0.070 0.161 0.156
C 6.184 -1.254 -0.177 0.185 -0.049 0.058
C 5.778 -1.134 -1.490 0.079 -0.068 -0.101
C 4.486 -0.728 -1.761 -0.161 -0.005 0.089
C 3.559 -0.404 -0.760 -0.194 -0.228 0.192
P 1.991 0.238 -1.507 -0.610 1.455 0.943
C 1.461 -0.875 -2.954 -0.154 -0.110 0.280
C -0.061 -0.703 -3.108 0.068 0.052 -0.047
C 2.086 -0.503 -4.303 -0.029 -0.062 -0.048
C 1.749 -2.345 -2.618 0.050 0.014 -0.085
C 2.514 1.958 -2.096 -0.008 -0.168 -0.125
C 3.663 2.003 -3.113 -0.045 0.067 -0.129
C 1.292 2.685 -2.661 0.157 0.037 -0.043
C 3.018 2.658 -0.837 0.217 -0.032 0.098
H -1.023 1.215 6.191 0.045 0.008 -0.064
H -1.043 0.886 4.451 0.102 0.150 0.229
H 0.013 2.148 5.111 -0.038 -0.050 0.016
H 0.256 -0.845 5.717 0.017 -0.037 -0.055
H 2.007 1.510 6.594 -0.032 -0.078 0.009
H 2.391 -0.198 6.884 -0.062 0.046 -0.015
H 0.960 0.529 7.621 0.029 0.017 -0.016
H 1.243 -2.126 4.054 0.092 0.046 -0.050
H 1.820 -3.430 2.346 0.038 -0.018 0.010
H 4.356 -3.340 0.681 -0.045 0.033 -0.021
H 2.802 -2.900 -0.031 0.023 -0.040 0.038
H 3.036 -4.491 0.688 -0.005 0.009 0.028
H 4.696 -2.977 3.260 -0.070 -0.069 -0.041
H 3.933 -4.566 3.098 -0.030 0.069 0.030
H 3.312 -3.402 4.274 0.043 -0.005 -0.084
H 2.272 1.988 4.223 0.047 -0.103 -0.166
H 4.752 1.698 1.522 0.052 0.011 -0.263
H 4.882 1.562 4.574 0.023 0.026 -0.075
H 6.130 2.220 3.504 -0.058 -0.029 -0.010
H 5.743 0.497 3.453 -0.010 0.003 -0.019
H 3.770 3.568 3.712 -0.039 -0.024 -0.052
H 2.816 3.470 2.218 0.076 -0.034 -0.027
H 4.517 3.945 2.169 -0.030 -0.044 0.040
H 5.584 -1.131 1.862 -0.004 0.015 -0.066
H 7.191 -1.575 0.064 -0.068 0.026 0.000
H 6.455 -1.358 -2.304 -0.010 -0.001 0.010
H 4.192 -0.659 -2.796 0.010 -0.024 0.037
H -0.400 -1.347 -3.926 0.058 0.037 0.033
H -0.339 0.325 -3.355 0.031 -0.074 0.046
H -0.621 -1.012 -2.224 0.037 -0.108 -0.158
H 1.811 0.501 -4.620 -0.006 -0.058 0.018
H 1.672 -1.198 -5.039 0.021 0.019 0.014
H 3.168 -0.601 -4.352 -0.032 -0.004 -0.008
H 1.165 -2.696 -1.765 0.021 0.022 -0.053
H 2.801 -2.539 -2.416 0.002 0.001 -0.033
H 1.465 -2.956 -3.479 -0.036 0.040 0.068
H 3.365 1.726 -4.122 0.042 0.030 0.081
H 4.519 1.400 -2.813 -0.019 0.134 -0.008
H 4.011 3.040 -3.152 -0.047 -0.048 -0.015
H 0.949 2.247 -3.602 0.058 -0.011 0.072
H 1.573 3.722 -2.870 0.029 -0.065 -0.025
H 0.461 2.703 -1.961 0.070 0.054 0.007
H 4.028 2.322 -0.608 0.090 0.007 0.039
H 2.378 2.490 0.019 0.132 0.001 -0.006
H 3.058 3.736 -1.018 -0.011 -0.062 -0.003
O -1.271 2.339 1.697 -0.558 0.257 0.595
B -0.154 2.085 0.947 0.903 -1.179 -0.821
O 0.716 3.135 0.928 -0.106 0.804 0.407
C 0.104 4.127 1.708 0.517 -0.158 -0.361
C 0.565 5.384 2.007 0.201 0.155 -0.080
C -0.243 6.153 2.843 0.133 0.076 -0.025
C -1.438 5.658 3.344 -0.151 -0.054 0.077
C -1.887 4.376 3.024 -0.234 -0.020 0.100
C -1.086 3.644 2.182 -0.364 -0.478 0.118
H 1.502 5.758 1.608 -0.096 -0.028 0.064
H 0.072 7.152 3.117 0.006 -0.033 -0.041
H -2.032 6.277 4.003 0.005 -0.031 -0.016
H -2.812 3.983 3.429 0.091 0.027 -0.034
```
Positions in Å, forces in eV/Å.

---

ORCA calculation (ωB97M-V/def2-TZVPD) on a cluster of 13 separate species, C49H85BrF5IO17 in total in a non-equilibrium geometry.

Computed properties:
HOMO, eV: -8.01
Orbital gap, eV: 8.43

```
158
Properties=species:S:1:pos:R:3:forces:R:3
O 0.996 0.073 2.499 0.984 -1.858 -0.410
C 1.514 -1.005 2.292 -1.606 1.810 1.198
I 0.836 -2.735 3.397 0.104 0.343 -0.019
C 2.630 -1.244 1.349 -0.775 -0.684 -0.127
C 2.365 -0.827 -0.054 0.506 0.458 -0.654
Br 3.363 0.898 -0.355 -0.229 0.139 0.121
O 2.980 -1.729 -0.951 1.290 0.554 -0.717
C 2.607 -1.201 -2.174 2.563 -0.257 -3.693
O 3.322 -1.123 -3.188 -2.609 -0.700 3.662
O 1.348 -0.787 -2.075 0.081 0.896 -0.709
C 0.989 -0.871 -0.706 -0.594 -1.267 1.385
C 0.421 -2.296 -0.449 0.458 0.471 -0.334
C 0.439 -3.251 -1.603 0.172 -0.568 0.894
C 0.044 -4.621 -1.088 0.415 0.421 -0.607
C 1.213 -5.429 -0.673 0.125 -0.195 -0.462
F 0.860 -6.336 0.237 -0.440 -1.080 0.923
F 2.171 -4.695 -0.103 0.931 0.893 0.446
C 1.866 -6.206 -1.832 0.013 -0.057 0.277
F 1.798 -5.535 -2.972 0.065 0.375 -0.598
F 1.240 -7.364 -2.005 -0.319 -0.412 -0.213
F 3.134 -6.461 -1.567 0.644 -0.185 0.042
C -0.100 0.067 -0.298 0.178 -2.291 -0.528
C 0.236 1.417 -0.222 -0.799 -1.196 1.883
C -1.028 2.331 -0.266 0.509 1.231 1.423
O 0.180 2.091 -1.257 0.839 4.167 -4.640
H 2.871 -2.276 1.342 0.189 -1.089 -0.064
H 3.468 -0.761 1.767 1.048 0.699 0.436
H -0.598 -2.165 -0.195 -1.137 0.083 0.406
H 0.876 -2.750 0.401 0.449 -0.241 0.642
H 1.391 -3.356 -2.060 0.845 0.223 -0.534
H -0.260 -2.941 -2.321 -0.774 0.408 -1.137
H -0.574 -4.521 -0.235 -0.916 -0.087 0.833
H -0.445 -5.168 -1.859 -0.765 -0.476 -0.497
H -0.832 0.071 -1.063 -1.120 -0.712 -0.642
H -0.493 -0.200 0.649 -0.529 -0.768 0.668
H 0.965 1.704 0.439 1.558 0.669 2.230
H -1.283 3.274 -0.725 -1.460 -0.304 -0.630
H -0.584 2.849 0.616 0.179 0.722 -0.354
C -1.184 -4.375 -6.380 -0.075 -0.045 0.126
C -0.824 -3.286 -5.401 0.139 -0.022 -0.330
O -1.210 -3.323 -4.258 -0.184 -0.056 0.292
C 0.034 -2.157 -5.909 -0.065 0.092 0.202
H -1.802 -5.118 -5.885 -0.029 -0.028 0.034
H -1.736 -3.951 -7.219 0.096 0.016 -0.087
H -0.279 -4.856 -6.754 0.013 0.067 -0.121
H -0.472 -1.645 -6.729 0.048 -0.073 -0.095
H 0.992 -2.542 -6.261 -0.029 0.002 -0.123
H 0.214 -1.448 -5.104 0.037 0.012 0.040
C -3.414 1.868 -5.971 0.002 -0.235 -0.250
C -3.294 0.363 -5.959 0.018 -0.011 0.194
O -3.480 -0.301 -6.955 0.105 -0.063 -0.160
C -2.924 -0.313 -4.661 -0.024 -0.024 -0.203
H -3.678 2.202 -6.970 -0.037 0.033 -0.043
H -4.185 2.194 -5.274 0.094 0.043 0.142
H -2.468 2.322 -5.678 -0.046 0.031 0.204
H -3.672 -0.107 -3.895 0.101 0.148 0.088
H -1.948 0.040 -4.324 -0.073 0.106 0.163
H -2.874 -1.384 -4.830 -0.004 -0.055 0.054
C -5.549 0.594 -8.990 -0.213 0.232 -0.193
C -6.651 1.618 -9.093 -0.042 -0.249 -0.058
O -6.454 2.788 -8.876 0.032 0.230 0.046
C -8.023 1.111 -9.481 0.006 0.191 0.036
H -4.627 1.077 -8.709 0.178 0.045 0.060
H -5.795 -0.154 -8.238 -0.005 -0.122 -0.040
H -5.411 0.098 -9.952 -0.081 -0.117 0.035
H -8.373 0.382 -8.749 0.028 -0.108 -0.059
H -7.982 0.633 -10.460 0.004 -0.121 0.031
H -8.720 1.943 -9.518 -0.021 0.045 0.002
C -1.013 -3.278 8.182 0.180 0.049 -0.103
C -1.063 -4.063 6.893 -0.244 -0.015 0.204
O -0.169 -4.004 6.085 0.193 -0.049 -0.147
C -2.286 -4.914 6.669 0.127 -0.044 -0.230
H -0.090 -2.707 8.222 0.047 0.022 -0.007
H -1.862 -2.596 8.236 -0.088 -0.080 0.073
H -1.054 -3.956 9.035 -0.126 0.009 0.033
H -3.183 -4.296 6.667 -0.058 -0.029 0.175
H -2.378 -5.655 7.463 -0.095 0.061 0.083
H -2.203 -5.425 5.714 0.037 -0.030 -0.041
C 6.427 -1.298 5.217 -0.213 -0.077 -0.132
C 5.658 -0.602 4.125 0.251 0.141 0.100
O 4.651 -1.077 3.658 -0.220 -0.085 -0.119
C 6.202 0.720 3.634 -0.183 -0.052 -0.102
H 5.936 -2.227 5.480 -0.034 -0.060 0.038
H 7.441 -1.513 4.877 0.064 0.107 0.064
H 6.478 -0.663 6.103 0.128 0.038 -0.003
H 7.207 0.585 3.235 0.071 0.038 0.095
H 6.242 1.435 4.456 0.121 -0.007 0.034
H 5.559 1.113 2.850 -0.028 0.005 -0.029
C 0.298 -12.286 -0.710 -0.159 -0.069 -0.063
C -0.281 -11.462 -1.838 0.238 0.050 0.107
O -1.305 -11.780 -2.389 -0.219 -0.065 -0.116
C 0.487 -10.225 -2.234 -0.217 -0.168 -0.127
H -0.343 -13.142 -0.521 -0.038 -0.041 0.003
H 1.295 -12.637 -0.976 0.069 0.082 0.060
H 0.367 -11.683 0.196 0.119 0.032 -0.003
H 1.492 -10.498 -2.561 0.070 0.049 0.114
H 0.562 -9.547 -1.387 0.126 -0.018 0.084
H -0.028 -9.724 -3.048 -0.030 0.035 -0.042
C -0.232 6.626 3.231 -0.078 -0.227 -0.137
C 0.024 5.172 2.940 0.053 -0.014 0.209
O -0.280 4.662 1.888 -0.028 0.069 -0.088
C 0.688 4.366 4.033 -0.022 -0.136 -0.162
H -0.709 7.084 2.375 -0.084 0.112 -0.150
H -0.886 6.724 4.099 0.104 0.036 0.091
H 0.702 7.145 3.432 0.004 0.046 0.135
H 0.071 4.378 4.932 0.057 0.086 0.070
H 1.664 4.791 4.270 -0.027 0.070 0.103
H 0.816 3.340 3.702 0.001 -0.053 -0.019
C 7.608 -5.701 6.254 -0.154 0.107 -0.013
C 7.642 -4.505 7.176 0.208 -0.215 -0.019
O 6.714 -3.740 7.251 -0.167 0.170 0.057
C 8.896 -4.315 7.998 -0.131 0.138 0.026
H 6.661 -5.723 5.725 -0.052 0.005 -0.023
H 8.422 -5.640 5.530 0.081 -0.077 0.053
H 7.718 -6.621 6.829 0.119 -0.025 -0.017
H 9.760 -4.199 7.343 0.046 -0.115 0.004
H 9.056 -5.180 8.642 0.084 -0.062 -0.064
H 8.793 -3.427 8.614 -0.013 0.045 0.030
C -6.345 -2.980 5.168 0.041 -0.153 0.113
C -5.660 -2.563 6.447 -0.104 0.195 -0.189
O -5.354 -3.369 7.292 0.103 -0.138 0.158
C -5.374 -1.090 6.616 0.073 -0.110 0.147
H -6.491 -4.056 5.170 -0.006 -0.057 0.006
H -7.313 -2.487 5.084 0.028 0.094 -0.078
H -5.733 -2.703 4.308 -0.056 0.106 -0.033
H -6.305 -0.523 6.589 0.001 0.042 -0.117
H -4.726 -0.740 5.812 -0.084 0.051 -0.074
H -4.883 -0.923 7.570 0.020 0.004 0.051
C 1.545 11.621 4.494 -0.155 -0.101 -0.044
C 1.933 10.286 3.907 0.148 0.162 0.059
O 1.103 9.475 3.576 -0.091 -0.074 -0.038
C 3.411 10.016 3.752 -0.106 -0.151 -0.056
H 0.463 11.691 4.551 -0.055 -0.004 -0.001
H 1.964 11.726 5.495 0.100 0.070 -0.021
H 1.923 12.430 3.869 0.101 0.034 0.062
H 3.903 10.058 4.725 0.049 0.114 -0.002
H 3.862 10.762 3.098 0.052 0.077 0.080
H 3.556 9.030 3.321 0.001 -0.048 -0.025
C -1.654 6.339 -5.544 -0.028 -0.529 -0.003
C -1.136 5.019 -5.029 0.182 0.033 -0.120
O -1.799 4.289 -4.329 -0.149 0.017 0.059
C 0.268 4.629 -5.437 -0.078 -0.128 0.107
H -2.661 6.500 -5.190 -0.150 0.071 0.069
H -1.023 7.152 -5.199 0.102 0.108 -0.072
H -1.654 6.325 -6.636 0.104 0.083 -0.003
H 0.981 5.373 -5.081 0.025 0.067 -0.107
H 0.337 4.565 -6.524 0.056 0.111 -0.021
H 0.517 3.664 -5.003 0.002 -0.028 0.028
C -2.546 11.199 -3.750 -0.026 -0.091 -0.165
C -2.443 9.701 -3.583 0.017 0.209 0.202
O -2.602 8.948 -4.510 -0.096 0.014 -0.183
C -2.127 9.193 -2.199 -0.007 -0.171 -0.057
H -2.774 11.433 -4.786 -0.011 0.004 -0.050
H -3.337 11.593 -3.111 0.063 0.043 0.092
H -1.603 11.673 -3.475 -0.030 0.036 0.110
H -2.900 9.509 -1.498 0.063 0.094 0.055
H -1.168 9.592 -1.869 -0.033 0.086 0.096
H -2.079 8.107 -2.208 -0.004 -0.030 -0.015
```
Positions in Å, forces in eV/Å.